[1]
DFT (wB97M-V/def2-TZVPD) results for C29H34N5O2PbS as an isolated structure in a non-equilibrium geometry.

Calculated values
E_LUMO (alpha / beta) = -6.12 / -6.12 eV
total energy = -58244.1448 eV
total charge = +1

Cartesian coordinates (Å):
Pb -0.3653 0.5334 -0.1008
O 0.7265 -0.1193 4.2183
C 0.7350 0.2802 3.0314
O -0.2894 0.7896 2.4069
C 2.0388 0.1502 2.2941
C 3.1553 -0.4723 2.9697
C 4.2868 -0.6809 2.2901
C 4.4315 -0.2777 0.9529
C 5.6705 -0.4161 0.3059
C 5.8632 0.1924 -0.8971
C 4.8336 0.9645 -1.4350
C 3.6357 1.1505 -0.8132
C 3.3359 0.4216 0.3498
N 2.1760 0.5647 1.0769
H 3.0435 -0.7907 4.0250
H 5.2263 -1.0833 2.6937
H 6.4171 -1.1066 0.7049
H 6.8023 0.1143 -1.4149
H 4.9776 1.4361 -2.3920
H 2.8509 1.7608 -1.2551
S -2.3045 -1.6602 1.2194
C -3.0443 -1.0068 2.6687
N -4.1641 -1.6408 3.1622
C -4.8990 -1.1845 4.3527
C -4.5088 0.2560 4.6531
C -3.0056 0.2646 4.7290
N -2.4601 -0.0678 3.4063
H -4.5373 -2.3652 2.5946
H -4.6239 -1.8298 5.2130
H -6.0128 -1.2708 4.2191
H -4.9491 0.5575 5.5942
H -4.9228 0.9165 3.8881
H -2.7368 -0.5008 5.4628
H -2.5836 1.1910 5.0549
H -1.5841 0.4411 3.0045
C 0.1905 4.2104 0.6129
C -1.1067 3.8233 0.0459
C -1.9896 4.6474 -0.6707
C -3.0257 3.8054 -1.1197
C -2.7641 2.5118 -0.6344
C -3.5435 1.3134 -0.9089
N -1.5760 2.5130 0.0875
H 0.3079 5.3153 0.5920
H 1.0089 3.8315 0.0597
H 0.2545 3.7130 1.5753
H -1.8076 5.7487 -0.7834
H -3.7963 4.0790 -1.9237
H -4.6240 1.6299 -1.0844
H -3.4380 0.4862 -0.2005
H -3.2467 0.9020 -1.8721
C 2.6336 -3.7883 -2.3355
N 1.2607 -3.4663 -2.7097
C 0.3999 -4.4649 -3.3276
C 0.6054 -2.3537 -2.0566
C 0.2937 -1.1989 -2.9814
C 0.6733 -1.2291 -4.3073
C 0.3782 -0.1447 -5.1559
C -0.2979 0.9269 -4.6328
C -0.5827 1.0163 -3.2161
C -0.2657 -0.0452 -2.4278
H 3.1408 -4.3550 -3.1136
H 2.7239 -4.3725 -1.4193
H 3.2076 -2.8651 -2.1782
H 0.9829 -5.3084 -3.6883
H -0.2436 -4.0194 -4.0707
H -0.1860 -4.9793 -2.5715
H 1.3095 -2.0742 -1.2534
H -0.2785 -2.7246 -1.5527
H 1.0788 -2.1039 -4.7884
H 0.6310 -0.2353 -6.1874
H -0.5603 1.7742 -5.2577
H -0.9630 1.9699 -2.7783

Computed Löwdin charges, given in elementary charges: 1.57 0.07 -0.53 -0.20 -0.18 0.03 0.00 -0.15 -0.02 -0.05 -0.06 -0.02 -0.20 0.10 0.14 0.14 0.13 0.11 0.11 0.11 0.58 -0.73 0.02 -0.17 -0.17 -0.15 0.04 0.11 0.13 0.14 0.12 0.13 0.13 0.12 0.07 -0.05 -0.39 -0.04 -0.07 -0.42 -0.08 -0.06 0.10 0.05 0.08 0.13 0.14 0.12 0.02 0.07 -0.07 -0.29 -0.07 -0.18 -0.22 0.00 -0.04 -0.04 -0.11 -0.20 0.08 0.08 0.08 0.09 0.08 0.08 0.12 0.12 0.12 0.11 0.11 0.11

***

[2]
DFT (wB97M-V/def2-TZVPD) results for a 2-piece molecular cluster, C29H35BN2O6 overall in a non-equilibrium geometry.

Calculated values
E_LUMO = -1.45 eV
total energy = -46585.8017 eV

Cartesian coordinates (Å):
C 5.5621 -2.8716 4.4130
C 4.6759 -3.4476 5.5346
N 4.0986 -4.7497 5.1436
C 3.5440 -5.8175 6.0061
C 3.1641 -6.9462 5.0096
C 3.3946 -6.3487 3.6430
C 3.1435 -6.8149 2.3805
C 3.4479 -6.0032 1.2526
C 3.1905 -6.4884 -0.0510
C 3.6439 -5.9337 -1.2740
C 3.0218 -6.3460 -2.4824
C 3.4232 -5.8079 -3.6752
C 4.4591 -4.8604 -3.6895
N 4.7872 -4.4959 -4.9831
C 5.9053 -3.5650 -5.2282
C 6.1420 -2.6521 -4.0109
C 6.2314 -3.4428 -2.6814
C 5.1202 -4.4419 -2.5355
C 4.7240 -5.0060 -1.3473
C 3.9911 -5.2661 -5.9642
C 2.9682 -6.0416 -5.0927
C 3.9699 -4.6988 1.4764
C 4.2643 -4.2366 2.7326
C 3.9560 -5.0720 3.8068
C 4.8666 -2.8954 3.0292
H 5.8853 -1.8512 4.6617
H 6.4834 -3.4665 4.3547
H 5.2415 -3.5854 6.4605
H 3.8596 -2.7568 5.7683
H 4.2907 -6.1224 6.7451
H 2.6678 -5.4308 6.5353
H 3.8004 -7.8291 5.1396
H 2.1216 -7.2702 5.1156
H 2.7320 -7.7979 2.2451
H 2.5490 -7.3502 -0.1242
H 2.2320 -7.0733 -2.4619
H 6.8010 -4.1584 -5.4338
H 5.6918 -2.9871 -6.1334
H 7.0454 -2.0428 -4.1564
H 5.3125 -1.9368 -3.9438
H 7.1912 -3.9701 -2.6316
H 6.2167 -2.7607 -1.8216
H 5.3165 -4.8061 -0.4737
H 3.5230 -4.5922 -6.6877
H 4.6630 -5.9438 -6.4979
H 2.9419 -7.1139 -5.3179
H 1.9508 -5.6518 -5.2181
H 4.0671 -4.0159 0.6531
H 4.0732 -2.1386 2.9936
H 5.5774 -2.6324 2.2339
C -1.8935 -7.3684 3.1830
C -1.1662 -6.6156 2.1282
O -1.5887 -6.8443 0.8723
B -1.0220 -6.1100 -0.2183
H 0.1724 -6.3319 -0.1878
O -1.4808 -6.5747 -1.4925
C -1.2944 -7.8573 -1.8518
C -1.8982 -8.2360 -3.1564
O -0.6899 -8.6794 -1.2058
O -1.1620 -4.6941 -0.0647
C -0.5657 -3.8710 -0.9450
C -0.8428 -2.4257 -0.7374
O 0.1495 -4.2228 -1.8528
O -0.2674 -5.8683 2.4345
H -2.6275 -8.0231 2.7185
H -1.2001 -7.9736 3.7634
H -2.4151 -6.6873 3.8524
H -2.3362 -7.3553 -3.6208
H -1.1389 -8.6424 -3.8216
H -2.6825 -8.9777 -3.0189
H -1.4628 -2.3009 0.1477
H 0.0868 -1.8780 -0.5951
H -1.3736 -2.0083 -1.5909

Computed Löwdin charges, given in elementary charges: -0.16 -0.13 -0.05 -0.10 -0.07 -0.13 0.06 -0.17 0.10 -0.17 0.07 -0.13 -0.11 -0.05 -0.13 -0.15 -0.13 -0.14 0.03 -0.10 -0.07 0.04 -0.14 -0.11 -0.13 0.11 0.12 0.12 0.12 0.12 0.12 0.12 0.12 0.13 0.13 0.13 0.12 0.12 0.11 0.12 0.12 0.12 0.11 0.12 0.12 0.12 0.13 0.11 0.13 0.12 0.01 -0.54 0.15 -0.87 0.13 0.15 -0.54 0.01 0.08 0.15 -0.54 0.01 0.07 0.07 0.08 0.08 0.08 0.08 0.08 0.09 0.08 0.08 0.08

***

[3]
DFT (wB97M-V/def2-TZVPD) results for C29H35Cl2CrN5O3SeSi2 as an isolated structure in a non-equilibrium geometry.

Calculated values
E_LUMO (alpha / beta) = 1.11 / 1.22 eV
total energy = -178806.8051 eV
2S+1 = 2
total charge = -1

Cartesian coordinates (Å):
Cr -0.3012 0.0333 0.2359
C 3.9431 -0.2028 -0.4053
C 2.5071 -0.4483 -0.0763
N 1.5438 0.4026 -0.2973
N 1.8249 1.5994 -0.8949
C 0.6796 2.2306 -1.0728
O -0.4435 1.7952 -0.6283
C 0.6915 3.5190 -1.8066
C -0.5196 4.1019 -2.1638
C -0.5319 5.2923 -2.8727
C 0.6623 5.9065 -3.2224
C 1.8717 5.3255 -2.8661
C 1.8888 4.1327 -2.1625
C 2.0201 -1.6832 0.4735
C 2.8374 -2.7968 0.7063
C 2.2636 -3.9843 1.0957
C 0.8764 -4.0527 1.2127
C 0.1354 -2.9135 0.9922
N 0.6793 -1.7273 0.6913
H 4.0494 0.7955 -0.8207
H 4.3021 -0.9265 -1.1413
H 4.5712 -0.2881 0.4855
H -1.4375 3.5946 -1.8981
H -1.4754 5.7338 -3.1677
H 0.6514 6.8310 -3.7863
H 2.8040 5.7961 -3.1522
H 2.8215 3.6559 -1.8935
H 3.9039 -2.7131 0.5517
H 2.8773 -4.8579 1.2746
H 0.3719 -4.9766 1.4578
H -0.9425 -2.9434 1.0378
C -2.1118 -1.5701 3.2381
Si -0.6330 -0.4512 3.6093
C 0.9283 -1.4384 3.9854
C -1.1679 0.2472 5.2921
C -0.3847 0.8661 2.3066
C -1.7306 1.2859 1.8885
C -2.4643 2.4172 2.2752
C -3.7197 2.6187 1.7433
C -4.2370 1.7134 0.8201
C -3.4481 0.6488 0.4366
N -2.2351 0.4429 0.9567
Si 0.8146 2.2240 2.7840
C 0.6502 3.7437 1.6786
C 2.5941 1.6147 2.7410
C 0.6210 2.9038 4.5458
H -2.0045 -2.5210 3.7685
H -2.3033 -1.7673 2.1870
H -3.0074 -1.0765 3.6272
H 0.6682 -2.3336 4.5578
H 1.5984 -0.8390 4.6075
H 1.4839 -1.7505 3.1012
H -1.6844 -0.5399 5.8503
H -1.8674 1.0798 5.1786
H -0.3333 0.5898 5.9025
H -2.0446 3.1092 2.9937
H -4.3020 3.4827 2.0420
H -5.2140 1.8504 0.3791
H -3.7721 -0.0447 -0.3257
H 1.4791 3.8041 0.9704
H 0.6678 4.6511 2.2881
H -0.2714 3.7451 1.0956
H 2.8339 1.1329 1.7955
H 2.7920 0.9049 3.5478
H 3.2738 2.4625 2.8675
H -0.4002 3.2179 4.7747
H 1.2657 3.7842 4.6357
H 0.9299 2.1922 5.3116
Cl -3.2766 -3.4574 -0.7797
C -2.3916 -2.8322 -2.2100
Cl -0.9707 -3.8357 -2.5401
C -2.0550 -1.3438 -1.9403
O -2.8316 -0.5356 -2.4269
O -1.0376 -1.1722 -1.2060
H -3.0661 -2.9168 -3.0521
Se 0.3143 0.7840 -3.9003
C 0.5890 2.1240 -5.1000
N 0.7550 2.9812 -5.8637

Computed Löwdin charges, given in elementary charges: 0.80 -0.01 -0.25 -0.03 0.11 -0.51 -0.11 -0.19 -0.02 -0.07 -0.09 -0.08 -0.03 -0.19 0.00 -0.05 -0.04 -0.11 0.03 0.08 0.09 0.09 0.12 0.10 0.10 0.10 0.11 0.11 0.11 0.11 0.09 -0.17 0.48 -0.16 -0.18 -0.36 -0.41 -0.02 -0.05 -0.05 -0.07 0.02 0.48 -0.15 -0.15 -0.19 0.04 0.00 0.04 0.04 0.02 0.01 0.03 0.03 0.01 0.11 0.11 0.10 0.11 0.03 0.03 0.03 0.00 0.02 0.04 0.02 0.03 0.01 0.57 -0.97 0.59 -0.78 0.04 -0.16 0.06 0.47 -0.98 -0.04

***

[4]
DFT (wB97M-V/def2-TZVPD) results for C29H35Cl3CuN4O2P2 as an isolated structure in a non-equilibrium geometry.

Calculated values
E_LUMO (alpha / beta) = -0.16 / -0.99 eV
total energy = -141478.0766 eV
2S+1 = 2

Cartesian coordinates (Å):
Cu 0.1145 0.1547 3.1230
C -2.0010 2.0785 -5.3984
C -2.0715 0.8650 -4.8385
C -1.2488 -0.3713 -5.0910
C 0.1011 -0.1884 -5.8193
C 1.0506 0.7271 -5.0845
C 1.1210 2.0632 -5.1168
C 0.2986 3.0615 -5.8887
C -1.0516 2.5766 -6.4614
C 1.5343 0.7166 4.5790
H -2.7006 2.8262 -5.0241
H -2.8389 0.7284 -4.0755
H -1.8579 -1.0985 -5.6507
H -1.0556 -0.8440 -4.1177
H 0.5669 -1.1775 -5.9014
H -0.0689 0.1497 -6.8430
H 1.7501 0.2208 -4.4190
H 1.8881 2.5221 -4.4917
H 0.9076 3.4669 -6.7120
H 0.1058 3.9152 -5.2238
H -1.5175 3.4286 -6.9706
H -0.8821 1.8221 -7.2317
H 1.1482 1.5121 5.2424
H 2.4743 1.0714 4.1084
H 1.7704 -0.1780 5.1928
P 1.7312 -0.3167 1.5456
P -1.3516 -0.5333 1.4779
N 2.7555 0.9808 1.0196
N 2.9606 -1.5282 1.8375
N -1.9828 0.7329 0.4658
N -2.7466 -1.5015 1.8471
C 0.9407 -0.9178 -0.0410
C -0.4181 -1.5765 0.2518
C 2.5428 2.3135 1.3898
C 3.4005 3.1008 0.6497
C 4.1610 2.2334 -0.2037
C 3.7454 0.9381 0.0320
C 3.7914 -1.5198 2.9593
C 4.3999 -2.7566 3.0525
C 3.9103 -3.5636 1.9744
C 3.0199 -2.7941 1.2502
C -2.2302 2.0175 0.9628
C -2.7331 2.7884 -0.0658
C -2.8000 1.9612 -1.2343
C -2.3375 0.7066 -0.8878
C -3.8120 -1.8482 1.0129
C -4.5787 -2.7901 1.6718
C -3.9642 -3.0414 2.9428
C -2.8432 -2.2401 3.0309
H 1.6227 -1.5855 -0.6001
H 0.8002 0.0001 -0.6453
H -0.9950 -1.7516 -0.6743
H -0.2949 -2.5552 0.7556
H 1.7921 2.5499 2.1475
H 3.4860 4.1873 0.7196
H 4.9428 2.5306 -0.9069
H 4.0722 -0.0182 -0.3802
H 3.8773 -0.6210 3.5719
H 5.1330 -3.0486 3.8072
H 4.1933 -4.5927 1.7457
H 2.4248 -3.0342 0.3679
H -2.0063 2.2413 2.0071
H -3.0159 3.8417 0.0075
H -3.1446 2.2594 -2.2283
H -2.2240 -0.1978 -1.4848
H -3.9442 -1.3603 0.0467
H -5.4994 -3.2393 1.2910
H -4.3198 -3.7239 3.7182
H -2.0985 -2.1018 3.8164
Cl -2.1533 -3.2426 6.6955
C -1.4573 -1.6056 6.7527
Cl -2.8010 -0.4261 6.8129
Cl -0.4932 -1.4307 8.2382
C -0.5775 -1.3831 5.5542
O 0.4462 -2.1769 5.3339
O -0.8614 -0.4129 4.7017

Computed Löwdin charges, given in elementary charges: 0.17 -0.10 -0.12 -0.19 -0.20 -0.11 -0.11 -0.19 -0.20 -0.11 0.10 0.08 0.11 0.10 0.11 0.10 0.09 0.10 0.11 0.11 0.11 0.10 0.02 -0.02 0.01 1.03 1.03 -0.25 -0.23 -0.24 -0.24 -0.34 -0.33 -0.14 -0.09 -0.09 -0.13 -0.12 -0.08 -0.08 -0.14 -0.13 -0.08 -0.08 -0.14 -0.13 -0.09 -0.08 -0.12 0.07 0.09 0.08 0.10 0.10 0.10 0.10 0.11 0.11 0.10 0.10 0.09 0.11 0.10 0.09 0.10 0.10 0.10 0.10 0.08 0.61 -1.49 0.59 0.61 -0.73 -0.07 -0.25

***

[5]
DFT (wB97M-V/def2-TZVPD) results for C29H35KN6O2S3Se as an isolated structure in a non-equilibrium geometry.

Calculated values
E_LUMO = 3.75 eV
total energy = -157855.6237 eV
total charge = -2

Cartesian coordinates (Å):
K -0.5505 -0.2815 -1.3340
C -1.7986 -2.7185 1.2941
C -1.2618 -4.0141 0.6788
C -0.3425 -4.7411 1.6611
C -0.5723 -3.7437 -0.6425
C -1.0938 -4.2155 -1.8419
C -0.4918 -3.9213 -3.0598
C 0.6605 -3.1449 -3.1272
C 1.3131 -2.8108 -4.4418
C 1.1828 -2.6730 -1.9229
C 0.5813 -2.9635 -0.7044
H -2.3427 -2.9257 2.2188
H -2.4806 -2.2088 0.6089
H -0.9885 -2.0307 1.5496
H -2.1141 -4.6661 0.4588
H 0.5159 -4.1222 1.9307
H 0.0294 -5.6758 1.2354
H -0.8765 -4.9702 2.5864
H -2.0036 -4.8071 -1.8244
H -0.9390 -4.2821 -3.9799
H 0.5962 -2.8889 -5.2601
H 2.1358 -3.4999 -4.6515
H 1.7244 -1.8005 -4.4552
H 2.0664 -2.0421 -1.9431
H 1.0104 -2.5522 0.2061
N -0.8190 1.0902 1.9580
N -0.8725 2.4481 1.5539
C -0.4053 2.7373 0.2526
O -0.3062 3.9413 -0.0544
O -0.1531 1.7286 -0.4671
H -1.3600 0.9955 2.8063
H 0.1304 0.7711 2.1429
H -0.5262 3.1274 2.2190
C -0.1613 4.4318 -3.1912
N -0.5751 3.1081 -3.7340
C 0.5315 2.1135 -3.5812
C -1.8758 2.6439 -3.0936
C -2.5185 1.5431 -3.8979
C -3.3828 1.9316 -4.9299
C -3.9892 0.9743 -5.7286
C -3.7184 -0.3663 -5.4698
C -2.8575 -0.7192 -4.4344
C -2.2056 0.2026 -3.5875
H 0.8058 4.6883 -3.6185
H -0.1012 4.3359 -2.1020
H -0.9126 5.1668 -3.4746
H -0.7697 3.1850 -4.7317
H 0.7548 2.0506 -2.5171
H 1.3957 2.4441 -4.1503
H 0.1957 1.1570 -3.9713
H -2.4999 3.5373 -3.0365
H -1.5987 2.3253 -2.0917
H -3.5970 2.9864 -5.1008
H -4.6619 1.2636 -6.5274
H -4.1835 -1.1352 -6.0807
H -2.6826 -1.7853 -4.2864
S 5.0183 2.2786 5.5538
C 3.7835 1.2143 5.1453
S 3.7509 0.4778 3.5905
C 2.3009 -0.4225 3.9635
N 1.8581 -0.1441 5.1572
N 2.6852 0.7765 5.8093
C 2.2357 1.0932 7.1282
C 1.1138 0.4169 7.6173
C 0.6340 0.6877 8.8864
C 1.2483 1.6328 9.6989
C 2.3554 2.3030 9.2079
C 2.8533 2.0453 7.9359
S 1.6123 -1.4900 2.8219
H 0.6325 -0.3145 6.9881
H -0.2370 0.1492 9.2398
H 0.8678 1.8431 10.6906
H 2.8540 3.0492 9.8153
H 3.7120 2.5810 7.5720
Se 3.8690 1.4030 -7.7512
C 3.1439 0.7877 -6.1885
N 2.6678 0.4090 -5.1965

Computed Löwdin charges, given in elementary charges: 0.77 -0.06 -0.38 -0.07 -0.22 -0.03 -0.05 -0.28 -0.04 -0.08 -0.09 0.08 0.08 0.04 0.12 0.04 0.08 0.07 0.11 0.11 0.08 0.08 0.04 0.13 0.07 0.01 -0.04 -0.75 -0.05 -0.28 0.07 0.02 0.11 0.00 -0.16 -0.02 -0.10 -0.31 -0.10 -0.14 -0.14 -0.17 -0.13 0.10 0.07 0.09 0.17 0.08 0.08 0.07 0.12 0.09 0.09 0.08 0.08 0.06 0.50 -1.10 0.94 -1.20 -0.02 -0.14 -0.17 -0.03 -0.10 -0.12 -0.10 -0.05 0.45 0.10 0.09 0.09 0.10 0.01 0.19 -1.02 -0.02

***

[6]
DFT (wB97M-V/def2-TZVPD) results for C29H35N7O2PSeTc as an isolated structure.

Calculated values
E_LUMO (alpha / beta) = -7.39 / -9.55 eV
total energy = -121980.4596 eV
2S+1 = 4
total charge = +3

Cartesian coordinates (Å):
Tc -1.0947 0.1874 0.1985
N -1.3884 1.1093 2.1681
C -0.2786 2.0862 2.3523
C -0.2060 2.9557 1.1106
N -0.0497 2.0847 -0.0852
H -2.2793 1.6010 2.2407
H -1.3808 0.4526 2.9465
H 0.6492 1.5275 2.4731
H -0.4316 2.7042 3.2369
H 0.6175 3.6634 1.2002
H -1.1341 3.5214 1.0105
H 0.9234 1.7818 -0.1359
H -0.2195 2.6269 -0.9287
N -3.1470 -0.5831 -2.0059
P -3.1728 0.7197 -0.8941
C -3.4451 2.1714 -1.9612
C -2.7484 3.3597 -1.7574
C -2.9625 4.4515 -2.5859
C -3.8791 4.3617 -3.6217
C -4.5961 3.1869 -3.8147
C -4.3869 2.0967 -2.9877
C -4.7355 0.5636 -0.0085
C -5.0469 1.6503 0.8160
C -6.2265 1.6571 1.5385
C -7.0992 0.5791 1.4372
C -6.7929 -0.4963 0.6161
C -5.6042 -0.5181 -0.1012
C -1.9230 -1.0194 -2.4585
C -1.8017 -1.7518 -3.6407
C -0.5581 -2.1791 -4.0476
C 0.5584 -1.8699 -3.2646
C 0.3750 -1.1550 -2.1133
N -0.8439 -0.7263 -1.6960
H -3.9095 -0.6896 -2.6601
H -2.0668 3.4525 -0.9209
H -2.4196 5.3722 -2.4175
H -4.0488 5.2112 -4.2689
H -5.3281 3.1276 -4.6089
H -4.9846 1.2035 -3.1317
H -4.3760 2.5052 0.8555
H -6.4752 2.5020 2.1663
H -8.0216 0.5812 2.0020
H -7.4878 -1.3206 0.5292
H -5.3698 -1.3703 -0.7275
H -2.6876 -1.9664 -4.2229
H -0.4468 -2.7373 -4.9674
H 1.5507 -2.1820 -3.5544
H 1.2138 -0.9000 -1.4797
N -1.5517 -1.8747 0.9061
C -0.4071 -2.4145 1.6955
C 0.8738 -1.6086 1.4574
O 1.9515 -2.0345 1.8325
O 0.7109 -0.4634 0.8655
H -2.4083 -1.9654 1.4471
H -1.6890 -2.4697 0.0932
H -0.2012 -3.4553 1.4520
H -0.6259 -2.3720 2.7627
C 6.7400 -0.4085 -0.6204
N 6.3294 -1.0627 0.6078
C 5.1117 -1.0304 1.1649
Se 3.6001 -0.1653 0.5469
N 5.1407 -1.7319 2.3076
C 6.4086 -2.2499 2.5076
C 6.9553 -3.0333 3.5161
C 8.2877 -3.3636 3.3836
C 9.0536 -2.9313 2.2880
C 8.5187 -2.1378 1.2956
C 7.1744 -1.8050 1.4236
H 5.8638 -0.1033 -1.1874
H 7.3272 -1.0997 -1.2214
H 7.3456 0.4705 -0.4020
H 4.3137 -1.9192 2.8550
H 6.3730 -3.3599 4.3666
H 8.7620 -3.9705 4.1421
H 10.0905 -3.2301 2.2229
H 9.1178 -1.8000 0.4612

Computed Löwdin charges, given in elementary charges: 1.31 -0.06 -0.19 -0.19 -0.06 0.10 0.12 0.12 0.14 0.14 0.12 0.09 0.10 -0.09 0.94 -0.34 -0.11 -0.05 -0.03 -0.04 -0.07 -0.37 -0.11 -0.05 -0.03 -0.04 -0.08 -0.36 0.03 0.01 -0.02 -0.10 -0.08 0.11 0.06 0.12 0.13 0.12 0.11 0.10 0.12 0.13 0.12 0.10 0.13 0.14 0.13 0.08 -0.04 -0.09 -0.63 0.01 -0.32 0.11 0.11 0.14 0.14 0.01 -0.05 -0.65 1.02 0.15 -0.15 0.02 -0.03 -0.03 0.02 -0.14 0.06 0.11 0.12 0.16 0.13 0.12 0.12 0.13